Record 1
{"formula": "C8H12BrN2S", "method": "ωB97M-V/def2-TZVPD", "total_charge": 1, "homo_ev": -12.449, "largest_force_ev_per_a": 4.30, "e_tot_ha": -3393.3157, "de_lowest_kj_mol": 332.7, "lumo_energy_ev": -3.5226, "orbital_gap_ha": 0.3280, "species": ["C", "C", "C", "C", "C", "C", "C", "C", "N", "N", "S", "Br", "H", "H", "H", "H", "H", "H", "H", "H", "H", "H", "H", "H"], "xyz": [[-2.576681, -2.223345, -0.157978], [-2.029417, -1.027318, 0.028799], [-4.071067, -0.283813, -0.083679], [0.977432, -1.595659, -0.433655], [0.868843, -1.451322, 1.081765], [0.115438, -0.592783, 0.148894], [-0.388687, 1.212131, -1.362947], [-0.004904, 1.713796, 1.030617], [-2.868622, 0.021062, 0.124759], [0.379075, 0.854317, -0.113561], [-4.298957, -2.076659, -0.343465], [-5.580805, 0.759290, 0.065495], [-2.167509, -3.199899, -0.457301], [1.844576, -1.313321, -0.881976], [0.430235, -2.524620, -0.728699], [0.431718, -2.338614, 1.717915], [1.789476, -1.088530, 1.612923], [-1.430032, 1.062793, -1.177872], [-0.526498, 2.179748, -1.771545], [-0.219024, 0.490012, -2.089617], [0.491612, 2.625484, 1.036625], [-1.124106, 1.867292, 1.053647], [0.244549, 1.323277, 1.958447], [1.380552, 1.027818, -0.513043]], "atomic_forces_ev_per_a": [[-0.23, -1.89, -1.18], [3.64, 1.32, 0.40], [-1.53, -2.96, -0.09], [-3.02, -2.77, 1.28], [1.19, -1.09, 2.06], [-4.28, -0.41, 0.17], [-2.21, -0.55, 0.78], [-2.35, 0.08, -0.48], [1.42, 1.62, 0.30], [0.90, 0.68, -1.70], [0.71, 1.83, 0.37], [-0.12, 0.46, -0.05], [0.14, 0.68, 0.59], [2.35, 0.49, -1.43], [0.92, 1.01, -0.48], [0.35, 2.13, -1.60], [-1.04, 0.06, -0.66], [-0.66, -0.52, 0.83], [1.69, 1.53, 0.16], [1.05, -1.10, -1.41], [0.80, 1.83, -0.74], [1.26, -0.28, -0.42], [0.62, -1.54, 1.47], [-1.60, -0.62, 1.83]], "mulliken_charge": [-0.269, 0.155, 0.088, -0.810, -0.505, 0.262, -1.034, -0.840, -0.254, 0.180, -0.043, -0.006, 0.315, 0.344, 0.159, 0.246, 0.268, 0.321, 0.391, 0.476, 0.404, 0.290, 0.402, 0.462]}



Record 2
{"formula": "C6H21BO7PdS", "method": "ωB97M-V/def2-TZVPD", "total_charge": -2, "homo_ev": [-1.186, -1.401], "multiplicity": 3, "largest_force_ev_per_a": 1.32, "e_tot_ha": -1318.7022, "lumo_energy_ev": [5.4209, 5.4120], "orbital_gap_ha": [0.2428, 0.2504], "species": ["Pd", "B", "H", "H", "H", "H", "S", "O", "O", "O", "O", "C", "C", "O", "H", "H", "H", "H", "H", "C", "C", "O", "H", "H", "H", "H", "H", "H", "C", "C", "O", "H", "H", "H", "H", "H", "H"], "xyz": [[-0.127411, -0.292594, 0.088283], [2.147007, -1.315460, 0.715043], [3.111658, -2.044784, 0.554200], [1.110284, -1.933100, 0.634969], [2.129530, -0.812946, 1.816495], [2.167635, -0.453087, -0.176202], [-2.048513, -0.851606, 2.141906], [-2.047758, 0.212029, 3.153666], [-3.044171, -1.894661, 2.409612], [-2.255581, -0.263795, 0.744843], [-0.685617, -1.464283, 2.006996], [-2.007635, 2.772937, -1.222134], [-1.263189, 1.844797, -2.175899], [-0.289731, 1.118274, -1.581511], [-1.349612, 3.445932, -0.671217], [-2.662335, 2.216963, -0.549925], [-2.699119, 3.417336, -1.806606], [-0.869669, 2.459556, -3.024898], [-2.035582, 1.206983, -2.679294], [2.332482, 3.105186, 2.015236], [1.649210, 2.381572, 0.858420], [0.647890, 1.502980, 1.329305], [1.579441, 3.392072, 2.756546], [2.881094, 3.985442, 1.680683], [2.997492, 2.409445, 2.531840], [2.353252, 1.759375, 0.310158], [1.203026, 3.102418, 0.162161], [0.131924, 1.916202, 2.027665], [0.264907, -4.136250, -1.715476], [-0.877488, -3.272666, -1.204180], [-0.610006, -1.898312, -1.427200], [1.107565, -4.038790, -1.030156], [0.601387, -3.792758, -2.697478], [-0.047663, -5.179508, -1.805164], [-0.981862, -3.383836, -0.127109], [-1.819336, -3.553740, -1.688174], [-0.693498, -1.667340, -2.355402]], "atomic_forces_ev_per_a": [[-0.71, 0.61, 0.08], [0.16, 0.07, 0.08], [0.10, -0.14, -0.20], [0.25, -0.67, -0.08], [0.30, 0.16, 0.09], [-0.02, 0.25, -0.12], [0.18, -0.48, -0.29], [-0.11, 0.11, -0.10], [-0.13, 0.32, -0.02], [-0.21, 0.36, 0.06], [0.08, -0.04, 0.32], [-1.07, 0.52, -0.56], [-0.30, -0.33, 0.06], [1.05, -0.31, -0.19], [0.18, -0.19, 0.12], [0.39, -0.14, 0.29], [0.21, -0.05, 0.06], [0.16, 0.03, 0.18], [-0.08, 0.06, 0.13], [-0.16, -0.61, 0.18], [-0.17, 0.32, -0.07], [0.15, -0.03, 0.22], [0.03, 0.29, -0.10], [0.04, 0.02, 0.02], [0.11, 0.11, -0.04], [-0.02, 0.00, -0.06], [0.04, -0.06, -0.04], [-0.34, -0.22, 0.01], [0.11, 0.12, 0.10], [0.09, -0.08, -0.14], [-0.19, -0.22, -0.09], [0.05, -0.09, -0.06], [-0.08, -0.03, -0.05], [0.07, -0.05, 0.10], [-0.12, 0.08, 0.05], [-0.07, 0.06, 0.08], [0.04, 0.24, 0.04]], "mulliken_charge": [0.533, 1.231, -0.258, -0.399, -0.426, -0.381, 1.226, -0.743, -0.743, -0.705, -0.651, -0.916, -0.444, -0.726, 0.137, 0.176, 0.399, 0.281, 0.192, -1.213, -0.078, -0.079, 0.322, 0.364, 0.292, 0.197, 0.141, 0.124, -0.965, -0.279, -0.244, 0.234, 0.244, 0.365, 0.208, 0.380, 0.206]}



Record 3
{"formula": "C4H14N2OS", "method": "ωB97M-V/def2-TZVPD", "total_charge": -1, "homo_ev": [-3.214, -3.164], "multiplicity": 2, "largest_force_ev_per_a": 5.63, "e_tot_ha": -743.6077, "de_lowest_kj_mol": 225.5, "lumo_energy_ev": [3.8271, 1.8569], "orbital_gap_ha": [0.2588, 0.1845], "species": ["C", "N", "C", "C", "S", "C", "N", "H", "H", "H", "H", "H", "H", "H", "H", "H", "H", "H", "H", "H", "H", "O"], "xyz": [[0.753149, -2.173743, 0.391310], [1.144041, -1.388302, -0.903653], [0.692555, 0.004296, -0.760158], [-0.841624, 0.317991, -0.895060], [-1.314762, 2.073129, -0.921383], [1.367715, 0.641891, 0.485538], [1.593494, 2.070995, 0.454419], [0.838647, -3.242067, 0.188254], [1.422224, -2.002866, 1.239721], [-0.272329, -1.949755, 0.673562], [0.207847, -1.977048, -1.133810], [1.175003, 0.495283, -1.614618], [-1.156491, -0.007580, -1.887731], [-1.321856, -0.320619, -0.144173], [-1.328024, -2.179251, -0.960237], [2.349597, 0.156258, 0.360218], [0.994901, 0.267117, 1.436737], [2.446018, 2.337144, -0.013169], [0.745145, 2.503115, 0.085100], [-3.912196, 1.424833, 1.572528], [-2.621924, 1.615910, 0.726364], [-2.961132, 1.333273, 1.620235]], "atomic_forces_ev_per_a": [[1.86, 0.41, 0.85], [-4.13, -3.33, 1.90], [-0.34, 1.70, -0.37], [1.07, -0.57, -0.47], [-0.14, -0.06, 0.28], [1.57, -1.02, -1.20], [-0.63, -0.04, 0.77], [-0.09, 0.00, -0.24], [-0.03, 0.29, -0.04], [0.03, 0.02, 0.40], [1.84, 2.01, -2.25], [-0.13, 0.23, 0.09], [0.10, -0.61, 0.01], [-0.48, 0.40, 0.17], [-0.24, -0.11, -0.29], [0.16, 0.16, 0.62], [-0.52, 0.28, 0.04], [-0.28, -0.09, -0.33], [0.37, 0.31, -0.13], [-0.20, 0.03, -0.10], [0.15, 0.06, 0.34], [0.06, -0.09, -0.05]], "mulliken_charge": [-1.188, -0.533, 0.593, -0.842, -0.704, -0.905, -0.524, 0.272, 0.306, 0.452, 0.234, 0.218, 0.211, 0.346, 0.060, 0.360, 0.233, 0.237, 0.262, 0.277, 0.251, -0.616]}



Record 4
{"formula": "C4H6N2O", "method": "ωB97M-V/def2-TZVPD", "homo_ev": -7.846, "largest_force_ev_per_a": 0.31, "e_tot_ha": -340.6500, "de_lowest_kj_mol": 380.4, "lumo_energy_ev": 0.6206, "orbital_gap_ha": 0.3111, "species": ["N", "C", "C", "N", "C", "O", "C", "H", "H", "H", "H", "H", "H"], "xyz": [[-2.195026, 0.515317, -0.156716], [-0.886371, 0.323937, -0.256504], [-0.693805, -1.091593, 0.019338], [0.687245, -1.135224, 0.459377], [1.241340, 0.068752, 0.236279], [2.526106, 0.233386, 0.581508], [0.349146, 1.010989, -0.268867], [-2.653081, 1.273285, -0.657308], [-2.102537, -0.745643, 0.285475], [-0.833061, -1.702109, -0.879712], [1.236876, -1.967672, 0.590991], [2.787251, 1.142593, 0.387630], [0.535921, 2.073986, -0.341488]], "atomic_forces_ev_per_a": [[-0.10, 0.10, -0.08], [0.04, -0.22, 0.04], [0.27, -0.02, -0.16], [0.20, 0.05, 0.02], [-0.17, -0.13, -0.03], [0.04, 0.12, -0.04], [-0.07, 0.03, 0.09], [0.04, -0.08, 0.09], [-0.20, 0.19, -0.05], [-0.03, 0.11, 0.07], [-0.01, 0.11, 0.04], [-0.01, -0.13, 0.02], [0.00, -0.14, -0.01]], "mulliken_charge": [-0.526, 0.458, -0.667, -0.137, 0.460, -0.488, -0.739, 0.197, 0.371, 0.174, 0.240, 0.330, 0.328]}